A 14-piece molecular cluster, C32H74O14 overall at a distorted geometry, computed with the ωB97M-V functional and the def2-TZVPD basis.

Geometry as ORCA input:
```
! RIJCOSX wB97M-V def2-TZVPD def2/J DEFGRID3
* xyz 0 1
C -3.089 0.354 6.582
C -3.284 1.549 5.698
O -3.793 2.569 6.094
C -2.791 1.374 4.283
H -2.015 0.182 6.710
H -3.429 -0.559 6.087
H -3.559 0.437 7.559
H -3.603 0.926 3.700
H -1.854 0.845 4.125
H -2.709 2.369 3.843
C -3.258 -1.651 0.078
C -4.159 -0.666 0.749
O -3.827 0.486 0.942
C -5.537 -1.125 1.145
H -3.751 -2.099 -0.789
H -2.864 -2.415 0.747
H -2.413 -1.117 -0.356
H -5.886 -0.644 2.056
H -5.577 -2.199 1.334
H -6.185 -0.874 0.302
C -2.301 2.481 -2.285
C -3.191 2.414 -3.492
O -2.960 1.628 -4.385
C -4.347 3.366 -3.572
H -1.693 3.390 -2.317
H -1.627 1.626 -2.315
H -2.788 2.490 -1.311
H -4.117 4.139 -4.313
H -4.582 3.839 -2.622
H -5.213 2.892 -4.036
C 3.493 -1.202 -2.170
C 4.283 -1.586 -3.412
O 4.723 -0.764 -4.168
C 4.450 -3.089 -3.633
H 3.251 -0.143 -2.264
H 4.073 -1.433 -1.278
H 2.533 -1.718 -2.185
H 4.345 -3.599 -2.677
H 5.481 -3.200 -3.971
H 3.730 -3.423 -4.376
C -0.484 1.155 1.040
C 0.108 -0.229 1.145
O -0.067 -0.901 2.146
C 0.963 -0.729 0.010
H -1.342 1.144 0.376
H 0.294 1.878 0.795
H -0.823 1.375 2.049
H 0.270 -1.158 -0.724
H 1.565 -1.586 0.315
H 1.591 0.048 -0.417
C -0.790 -3.330 -4.480
C -1.410 -1.995 -4.207
O -0.781 -0.997 -3.926
C -2.911 -1.892 -4.408
H -0.868 -3.538 -5.549
H -1.238 -4.136 -3.894
H 0.262 -3.421 -4.204
H -3.303 -0.940 -4.059
H -3.434 -2.694 -3.885
H -3.044 -1.979 -5.490
C 4.193 -3.394 4.052
C 3.336 -2.603 3.106
O 3.540 -1.429 2.892
C 2.148 -3.295 2.468
H 3.533 -3.975 4.696
H 4.915 -2.741 4.531
H 4.753 -4.144 3.482
H 1.536 -3.771 3.236
H 2.516 -4.018 1.738
H 1.521 -2.547 1.985
C 5.664 -0.004 1.060
C 4.862 1.241 0.819
O 5.307 2.354 0.957
C 3.421 1.019 0.401
H 5.538 -0.338 2.091
H 6.743 0.106 0.948
H 5.327 -0.773 0.363
H 3.066 0.056 0.771
H 3.410 1.003 -0.690
H 2.816 1.836 0.783
C 0.647 -6.141 -1.625
C 0.578 -4.661 -1.308
O 1.525 -3.916 -1.393
C -0.785 -4.151 -0.868
H 1.697 -6.369 -1.827
H 0.143 -6.332 -2.573
H 0.350 -6.765 -0.784
H -1.480 -4.907 -1.241
H -0.977 -3.180 -1.322
H -0.870 -4.087 0.216
C 0.121 4.805 2.633
O -0.476 3.560 2.994
H 0.343 4.850 1.562
H -0.578 5.605 2.904
H 1.034 4.969 3.202
H -1.284 3.519 2.464
C 2.427 1.263 3.820
O 1.637 2.278 4.411
H 1.840 0.720 3.072
H 3.237 1.703 3.227
H 2.824 0.574 4.559
H 0.948 2.553 3.797
C -3.513 4.176 0.705
O -2.802 3.120 1.298
H -2.825 4.947 0.347
H -4.104 3.912 -0.178
H -4.223 4.687 1.363
H -3.142 2.288 0.940
C 0.153 2.273 -4.438
O 0.212 1.539 -3.224
H 1.119 2.198 -4.949
H -0.614 1.858 -5.096
H -0.066 3.332 -4.304
H 0.055 0.603 -3.415
C 1.775 4.043 -1.023
O 2.172 2.935 -1.776
H 2.557 4.752 -0.752
H 0.985 4.625 -1.524
H 1.298 3.736 -0.077
H 1.399 2.579 -2.250
*
```

The value obtained for the energy above the lowest of the compared OMol25 structures with the same formula, charge and spin is 16.82 kcal per mole.

***

C32H77BrN6O12P5S as an isolated structure at a distorted geometry, computed with the ωB97M-V functional and the def2-TZVPD basis.

Geometry as ORCA input:
```
! RIJCOSX wB97M-V def2-TZVPD def2/J DEFGRID3
* xyz 1 1
C 14.438 1.743 0.978
O 13.668 0.964 0.086
C 12.270 1.007 0.297
C 11.764 -0.284 0.920
C 10.240 -0.283 1.080
C 9.486 -0.677 -0.212
C 8.526 0.402 -0.758
C 7.122 -0.117 -1.080
C 6.050 0.972 -1.003
C 4.620 0.404 -0.981
C 3.616 1.253 -0.174
C 2.914 0.595 1.030
P 4.292 -0.190 2.045
O 5.571 0.534 2.145
N 2.103 -0.575 0.549
C 0.663 -0.308 0.161
N 0.094 -1.482 -0.400
C 0.031 -1.827 -1.628
C -1.284 -2.228 -2.208
C 1.226 -1.922 -2.551
C -0.167 0.247 1.357
C 0.003 -0.835 2.455
C -1.033 -1.067 3.573
N -2.375 -0.743 3.164
N -1.001 -2.534 3.814
N -0.634 -0.327 4.771
P -1.889 0.339 0.506
S -3.397 1.468 0.982
C 0.483 1.628 1.724
Br 0.017 2.864 0.200
P -0.128 2.509 3.372
N -1.749 2.117 3.503
O -0.071 4.056 2.860
C 2.073 1.687 1.782
P 2.948 1.867 3.458
P 3.005 3.964 4.093
O 2.027 4.311 5.110
O 2.961 4.789 2.720
O 4.498 4.085 4.651
H 15.380 1.225 1.155
H 13.929 1.892 1.935
H 14.668 2.723 0.546
H 11.985 1.869 0.912
H 11.804 1.145 -0.686
H 12.086 -1.129 0.308
H 12.241 -0.403 1.898
H 9.991 -0.982 1.881
H 9.926 0.707 1.427
H 8.924 -1.590 -0.005
H 10.235 -0.935 -0.963
H 8.450 1.197 -0.011
H 8.971 0.855 -1.646
H 6.865 -0.979 -0.458
H 7.132 -0.476 -2.116
H 6.229 1.616 -0.141
H 6.158 1.602 -1.890
H 4.270 0.395 -2.017
H 4.650 -0.652 -0.689
H 2.848 1.670 -0.835
H 4.141 2.113 0.245
H 3.664 -0.690 3.202
H 4.457 -1.371 1.281
H 2.163 -1.374 1.186
H 2.557 -0.898 -0.309
H 0.720 0.448 -0.625
H -1.826 -1.312 -2.467
H -1.900 -2.771 -1.492
H -1.196 -2.829 -3.110
H 1.239 -1.110 -3.283
H 1.166 -2.869 -3.085
H 2.156 -1.927 -1.983
H 0.120 -1.803 1.957
H 0.971 -0.631 2.940
H -2.864 -0.156 3.825
H -2.896 -1.601 3.033
H -0.041 -2.868 3.840
H -1.365 -2.716 4.746
H 0.231 -0.730 5.119
H -1.331 -0.475 5.496
H -2.217 -1.012 0.470
H -1.471 0.638 -0.796
H -1.995 2.150 4.486
H -2.438 2.618 2.950
H -0.921 4.388 2.536
H 2.325 2.632 1.306
H 2.158 1.238 4.429
H 3.796 5.204 2.466
H 5.188 4.349 4.030
C -4.636 -7.625 -3.851
O -5.451 -6.475 -3.861
C -5.353 -5.664 -2.710
C -5.315 -4.191 -3.053
O -4.128 -3.742 -3.692
C -3.862 -4.158 -5.023
C -4.785 -3.590 -6.080
O -6.081 -4.141 -5.996
C -7.136 -3.220 -6.167
H -5.091 -8.439 -3.276
H -4.521 -7.953 -4.883
H -3.642 -7.411 -3.442
H -4.465 -5.926 -2.122
H -6.238 -5.831 -2.081
H -5.341 -3.645 -2.106
H -6.204 -3.899 -3.615
H -3.806 -5.245 -5.100
H -2.862 -3.768 -5.240
H -4.356 -3.835 -7.061
H -4.819 -2.498 -5.984
H -6.921 -2.266 -5.673
H -8.026 -3.654 -5.714
H -7.338 -3.034 -7.227
C -11.380 4.899 0.803
O -10.588 3.750 1.000
C -10.776 2.727 0.042
C -9.466 2.112 -0.398
O -8.639 2.947 -1.188
C -8.001 4.060 -0.589
C -6.886 3.722 0.377
O -7.375 3.154 1.579
C -6.630 2.060 2.056
H -12.394 4.762 1.192
H -10.909 5.719 1.345
H -11.437 5.172 -0.256
H -11.312 3.107 -0.835
H -11.383 1.930 0.492
H -9.719 1.275 -1.053
H -8.926 1.702 0.459
H -8.720 4.740 -0.127
H -7.538 4.594 -1.423
H -6.357 4.654 0.618
H -6.178 3.042 -0.111
H -6.295 1.412 1.241
H -7.276 1.482 2.717
H -5.754 2.394 2.627
*
```

***

Number 1: orbital gap 8.66 eV, HOMO -8.74 eV, DFT total energy -2316.9076 a.u.. Number 2: orbital gap 7.29 eV, HOMO -10.22 eV, DFT total energy -7175.5093 a.u..